C3H5IO2 | ωB97M-V with the def2-TZVPD basis set

Structure (XYZ):
```
11
Properties=species:S:1:pos:R:3:forces:R:3
C 0.4702 0.5348 0.6519 -1.07 2.50 2.76
C -0.0086 -0.7141 -1.2253 -1.30 -3.26 -0.30
C -0.1837 -0.7433 0.3668 4.27 -0.94 -2.39
O 1.5689 0.9888 0.6079 -0.68 -0.58 -0.38
O -0.6804 1.3429 1.1757 1.46 -1.74 -1.11
I -0.3522 3.1507 1.7425 0.30 1.04 0.26
H -0.6170 -1.6316 -1.6216 1.56 1.29 0.48
H -0.6535 0.0560 -1.5139 -0.37 1.68 -1.09
H 1.0669 -0.6817 -1.6851 -2.15 0.03 1.41
H 0.4927 -1.5831 0.6276 -0.59 0.51 0.62
H -1.1033 -0.7194 0.8734 -1.45 -0.55 -0.26
```
Forces are in eV/Å.

Computed properties:
* E_LUMO: -0.217 eV
* SMILES: CCC(=O)OI

---

C3H5NO | ωB97M-V with the def2-TZVPD basis set

Structure (XYZ):
```
10
Properties=species:S:1:pos:R:3:forces:R:3
C 0.3235 0.1601 0.5124 1.31 1.29 -0.21
C 1.1634 0.7967 -0.4776 -0.02 -0.69 1.02
C -0.9835 -0.4747 0.5649 0.94 -0.85 1.98
N 1.4982 0.2631 0.9250 -0.62 0.20 0.65
O -1.5889 -0.3415 -0.6630 0.63 -1.51 -1.48
H 1.5358 0.0815 -1.1351 0.84 -0.39 -1.94
H 1.2095 1.8343 -0.7044 -0.05 0.65 0.05
H -1.5847 -0.0036 1.3282 -0.37 -0.15 0.27
H -0.6479 -1.5136 0.8919 -1.29 0.62 -0.40
H -0.9255 -0.8023 -1.2422 -1.36 0.83 0.04
```
Forces are in eV/Å.

Computed properties:
* E_LUMO: 0.748 eV
* SMILES: OCC1=NC1

---

C4H6NS | ωB97M-V with the def2-TZVPD basis set

Structure (XYZ):
```
12
Properties=species:S:1:pos:R:3:forces:R:3
C -1.6985 0.0871 0.4553 -2.53 1.71 0.19
C 0.4200 -1.1321 0.1155 -2.49 1.10 1.53
C -0.5742 2.2961 -0.4331 -4.01 -0.11 -0.21
C 1.6283 -1.8403 -0.0529 1.21 1.38 2.63
N -0.5750 -0.6076 0.4622 1.39 -1.49 -1.01
S -3.2713 0.0569 0.8676 3.33 -0.26 -0.72
H 0.4115 2.1886 -0.2287 2.93 -0.51 0.37
H -1.1769 2.7107 0.3759 0.12 0.06 -0.47
H -0.9508 2.3681 -1.4671 0.30 -0.16 0.77
H 1.8679 -2.3773 0.8982 -0.14 0.67 -0.31
H 2.4218 -1.1325 -0.2992 0.14 -0.34 -0.25
H 1.4972 -2.6177 -0.6938 -0.24 -2.06 -2.51
```
Forces are in eV/Å.

Computed properties:
* charge: +1
* E_LUMO (alpha / beta): -6.272 / -6.032 eV

---

C4H6OS | ωB97M-V with the def2-TZVPD basis set

Structure (XYZ):
```
12
Properties=species:S:1:pos:R:3:forces:R:3
C -0.8765 -1.0325 -0.5756 -1.50 -2.21 -1.05
C 0.2160 -0.2265 0.2264 -0.49 -2.67 -0.47
C 0.9992 0.8882 -0.4824 -2.00 -0.61 -0.38
C -0.1820 0.8120 1.2327 2.26 0.87 1.21
H -1.2479 -2.2936 -0.1666 1.61 4.19 -0.97
H -0.3927 -1.2142 -1.7047 -1.76 0.55 2.93
H -1.9390 -0.4514 -0.5576 2.73 -1.30 -0.49
H 0.9321 -0.9744 0.7451 -1.10 1.27 -0.77
H 0.5934 1.2500 -1.4459 -0.18 0.00 0.60
H 2.0024 0.6866 -0.6204 2.24 -0.32 -0.15
O 0.7742 1.7480 0.6267 -2.35 -0.22 1.71
S -0.8792 0.8078 2.7224 0.55 0.46 -2.16
```
Forces are in eV/Å.

Computed properties:
* E_LUMO: -0.183 eV

---

C20H41InN2O4 | ωB97M-V with the def2-TZVPD basis set

Structure (XYZ):
```
68
Properties=species:S:1:pos:R:3:forces:R:3
In -0.4873 1.2562 3.9479 0.18 -0.31 -0.09
C 1.1866 -2.8406 2.4543 0.57 1.22 0.09
C 0.5264 -1.5750 2.9442 0.14 0.54 1.73
O 0.9235 -1.0330 4.0059 -0.39 -0.30 -0.98
O -0.4323 -1.0240 2.3052 0.44 -0.66 -1.44
H 2.1359 -2.4921 2.0381 -0.01 -0.20 -0.21
H 0.5509 -3.3222 1.7065 0.67 0.31 0.25
H 1.4724 -3.4996 3.2701 -0.32 -0.15 0.06
C 2.3398 -1.6182 -0.9030 0.38 1.70 -0.71
C 1.3833 -2.5732 -1.6219 1.93 -1.46 1.91
C 2.1581 -3.8744 -1.8697 -0.99 -1.34 -0.92
C 1.2538 -5.0837 -2.1464 0.12 -0.77 0.49
C 0.2781 -5.2912 -0.9941 -0.18 -1.29 -1.03
C -0.5273 -4.0551 -0.6451 0.87 -1.75 2.23
N 0.2997 -2.8603 -0.6231 -2.40 1.79 -2.46
O -0.4533 -1.7666 -0.3248 1.99 -1.69 -0.19
C -1.7228 -3.7965 -1.5743 -0.70 0.27 -1.33
C -1.0578 -4.3056 0.7733 -1.18 -0.40 1.24
C 0.8588 -1.9978 -2.9309 -1.02 1.06 0.21
H 2.8817 -1.9757 -0.0356 -0.51 -0.51 0.28
H 1.8334 -0.6683 -0.6887 0.17 -0.20 0.18
H 3.1636 -1.3494 -1.5778 -0.35 -0.16 -0.22
H 2.7684 -3.7633 -2.7626 0.33 0.41 0.19
H 2.7734 -4.2379 -1.0493 0.24 0.78 0.27
H 1.8940 -5.9702 -2.1489 0.04 0.11 -0.20
H 0.7406 -5.1276 -3.1085 0.00 0.53 -0.03
H 0.7165 -5.8372 -0.1495 0.51 1.04 0.30
H -0.4148 -6.1080 -1.2534 -0.29 0.59 -0.35
H -2.2595 -4.6988 -1.8812 0.35 -0.32 0.75
H -2.4346 -3.1244 -1.1075 0.11 0.21 -0.07
H -1.3783 -3.4261 -2.5399 -0.04 0.39 0.23
H -1.6654 -5.2129 0.8014 -0.22 0.17 -0.50
H -0.3019 -4.5315 1.5340 -0.02 -0.24 -0.79
H -1.6584 -3.4987 1.2036 -0.05 0.03 -0.37
H 1.7181 -1.7092 -3.5321 0.09 -0.21 0.00
H 0.2784 -1.0891 -2.7337 0.13 -0.08 -0.01
H 0.1995 -2.6661 -3.4724 0.28 -0.27 -0.11
H -0.1918 -1.5631 0.6312 -0.89 1.10 1.56
C -0.9967 5.2275 2.8281 -1.79 0.31 0.40
C -0.9971 4.8741 1.3500 2.35 0.67 -0.99
C 0.3401 5.4671 0.8078 0.48 0.72 -0.14
C 0.8742 4.8907 -0.4911 -0.82 -0.30 -0.43
C 0.9154 3.3598 -0.4299 0.22 1.74 -0.25
C -0.4480 2.7883 -0.0525 0.93 -0.65 0.10
N -0.9001 3.4208 1.1670 -0.48 0.30 0.84
O -2.0360 2.7857 1.6806 -0.29 0.11 -0.41
C -1.5027 2.8157 -1.1834 -0.29 -1.30 0.17
C -0.1297 1.3411 0.3063 -0.56 -1.01 0.08
C -2.1245 5.5090 0.5402 -0.92 0.40 0.36
H -1.9923 5.1129 3.2845 0.23 -0.57 -0.08
H -0.8612 6.2993 2.9877 0.59 -0.07 -0.32
H -0.2576 4.6466 3.3688 0.13 0.07 0.07
H 0.1783 6.5383 0.6591 -0.17 -0.05 0.03
H 1.1399 5.4679 1.5562 -0.20 -0.51 0.17
H 1.8457 5.3121 -0.7445 0.06 -0.06 0.16
H 0.2145 5.1679 -1.3261 0.06 0.09 0.12
H 1.6599 3.0984 0.3248 -0.06 -0.33 -0.07
H 1.2411 3.0275 -1.4159 -0.08 -0.51 0.12
H -1.3279 3.4891 -2.0139 -0.06 0.44 0.26
H -1.5543 1.8056 -1.6032 0.27 0.11 -0.21
H -2.5045 2.8828 -0.7538 -0.04 0.62 -0.34
H -0.9433 0.7508 0.7425 -0.24 0.40 -0.34
H 0.1566 0.8472 -0.6207 0.23 -0.10 0.05
H 0.6731 1.2503 1.0380 0.28 0.28 -0.12
H -2.0580 6.5980 0.6079 0.03 -0.10 0.38
H -3.0948 5.2274 0.9636 -0.03 0.03 -0.21
H -2.1240 5.3417 -0.5350 0.22 -0.48 0.07
H -2.7352 2.9668 1.0157 -0.04 -0.20 0.56
```
Forces are in eV/Å.

Computed properties:
* charge: +2
* E_LUMO: -11.752 eV

---

Short version: energy relative to the best compared isomer or geometry (same formula, charge and spin) = 123.0, 280.9, 463.7, 318.4, 0.0 kJ/mol, in the order given.